C25H25IrN7O2 | ωB97M-V/def2-TZVPD

Structure (XYZ):
```
60
Properties=species:S:1:pos:R:3:mulliken_charge:R:1
Ir -0.2044 -0.0719 -0.2219 0.789
O 1.9366 -0.3362 -0.0478 -0.675
O -2.1601 -0.2719 -0.4765 -0.853
N 0.0983 -1.9669 -1.0889 0.593
N 0.9344 -5.7867 -2.4741 -0.445
N -1.6242 -0.2650 -5.4286 -0.404
N -0.8464 1.7055 0.6202 -0.074
N -0.3024 0.5925 -2.1897 1.057
N -0.0968 1.3434 -4.8364 -0.569
N 0.0781 -0.3721 1.8560 -0.220
C -0.5904 0.6399 2.6812 -0.705
C 1.8137 -1.9972 1.6930 0.520
C -4.0891 0.2693 -1.6772 -0.495
C -0.3103 1.9554 1.9505 -0.638
C 1.0407 -2.1805 -2.0313 -0.184
C 3.6339 -3.5839 1.7256 -0.661
C 2.4208 -3.1075 2.2337 -0.662
C -4.8972 1.1994 -2.2927 -0.457
C 3.7353 -1.7849 0.1365 -0.368
C 0.4918 1.6152 -2.5494 -0.500
C 1.3474 -3.4212 -2.5159 -0.990
C 4.2969 -2.8972 0.6935 -0.572
C -0.9948 -0.0480 -3.1197 -0.283
C 0.7359 -1.3206 2.3983 -0.442
C -3.5313 2.9902 -1.5012 -0.637
C -0.3192 -4.3210 -1.0429 -0.976
C -0.5610 -3.0414 -0.6193 -0.675
C -0.9087 0.3513 -4.4696 0.275
C -1.7279 2.4884 0.1024 -0.493
C 0.6628 -4.5528 -2.0245 0.949
C 0.5810 1.9650 -3.8836 -0.682
C -2.6767 2.0592 -0.8791 0.472
C -2.9333 0.6761 -0.9968 0.673
C -4.6128 2.5706 -2.2308 -0.884
C 2.4475 -1.3120 0.5701 0.747
H 5.2588 -3.2517 0.3489 0.458
H -3.3272 4.0478 -1.3824 0.472
H -1.5382 0.0605 -6.3767 0.271
H 4.0822 -4.4683 2.1572 0.481
H -2.2960 -0.9797 -5.2186 0.198
H -1.8613 3.4768 0.5417 0.517
H -4.3189 -0.7879 -1.7107 0.495
H 1.9674 -3.6055 3.0821 0.509
H 2.1055 -3.5235 -3.2808 0.418
H -5.7764 0.8625 -2.8268 0.444
H -5.2601 3.2847 -2.7186 0.455
H 4.2156 -1.2379 -0.6639 0.516
H 1.5567 -1.3066 -2.4053 0.574
H -0.7941 2.7958 2.4479 0.511
H -0.1932 0.6497 3.6962 0.522
H 1.0267 2.1390 -1.7718 0.515
H -1.6625 0.4370 2.7128 0.283
H 1.6162 -5.9385 -3.1966 0.207
H 0.4137 -6.5843 -2.1538 0.208
H -0.8928 -5.1393 -0.6295 0.414
H 0.7653 2.1372 1.8980 0.249
H 0.6473 -1.5051 3.4695 0.553
H 1.2278 2.7767 -4.1923 0.421
H -1.6420 -0.8526 -2.8024 0.237
H -1.3333 -2.8374 0.1124 0.545
```

**Energy relative to the best compared isomer or geometry (same formula, charge and spin)**: 0.0 kJ/mol
**HOMO-LUMO gap (alpha / beta)**: 7.18 / 4.63 eV
**2S+1**: 2
**Maximum force**: 1.39 eV Å⁻¹
**Charge**: +2

C25H25N3O4 | ωB97M-V/def2-TZVPD

Structure (XYZ):
```
57
Properties=species:S:1:pos:R:3:mulliken_charge:R:1
O -4.6832 -0.6616 -0.9209 -0.681
O 4.7389 -4.1081 0.3438 -0.388
O 3.0921 0.2747 -0.0328 -0.671
O 0.9407 -1.5778 -1.4592 -0.687
N 3.1234 -1.8473 0.7393 0.141
N -3.6776 1.3386 -1.0841 0.184
N -2.0557 -0.0336 1.0580 0.341
C 3.3803 -4.1292 -0.0293 -0.672
C -3.9962 1.3825 -2.5049 -0.873
C 2.5574 -3.1724 0.8439 -0.469
C -1.2891 -0.5989 0.1056 -1.607
C -0.5460 1.3548 4.1330 -0.695
C -1.6037 2.1376 -2.7010 0.899
C 0.7843 1.9465 -2.7930 -0.743
C -2.9746 2.1990 -3.3083 -1.033
C 1.1160 -1.0394 -0.3790 0.768
C 2.5388 -0.7991 0.1267 0.590
C -3.4925 0.0641 1.0185 -0.811
C 4.5299 -1.8066 1.0901 -0.717
C -0.4450 1.9353 -3.4311 -1.030
C 1.1149 0.4345 2.6319 -0.236
C -4.0042 0.2157 -0.4209 0.594
C 5.2854 -2.8137 0.2171 -0.591
C -1.2437 0.3934 2.0849 -0.466
C -0.2910 2.3665 -0.6924 -0.758
C 0.8655 2.1763 -1.4303 -0.504
C -1.5753 1.0235 3.2770 -0.935
C 0.0472 -0.5491 0.4591 0.477
C 0.7801 1.0643 3.8116 -0.996
C 0.0970 0.0897 1.7458 1.640
C -1.5212 2.3359 -1.3245 1.089
C -2.8399 2.4242 -0.6060 -1.551
H -3.9461 -0.8544 1.4113 0.302
H -3.2869 3.2486 -3.3285 0.377
H 1.6855 1.7737 -3.3609 0.412
H 5.2389 -2.4871 -0.8326 0.337
H -3.3481 3.3671 -0.8501 0.415
H 3.2683 -3.8343 -1.0833 0.360
H -0.5041 1.7666 -4.4966 0.418
H -4.0197 0.3468 -2.8547 0.477
H 4.8939 -0.7928 0.9182 0.424
H 4.6406 -2.0719 2.1469 0.324
H 1.5160 -3.1698 0.5251 0.374
H 6.3283 -2.8912 0.5278 0.345
H -3.8230 0.9021 1.6372 0.446
H 1.8242 2.1718 -0.9366 0.586
H -1.7120 -1.0123 -0.7900 0.574
H -5.0016 1.7985 -2.6384 0.256
H -2.7056 2.3815 0.4729 0.607
H -2.9603 1.8410 -4.3376 0.389
H 2.1459 0.2282 2.3973 0.539
H 3.0430 -5.1586 0.0988 0.350
H -0.2337 2.5344 0.3738 0.535
H 2.6157 -3.4931 1.8910 0.301
H -0.7691 1.8467 5.0677 0.404
H 1.5589 1.3414 4.5060 0.438
H -2.6004 1.2446 3.5354 0.402
```

**Energy relative to the best compared isomer or geometry (same formula, charge and spin)**: 188.6 kJ/mol
**HOMO-LUMO gap**: 8.70 eV
**SMILES**: O=C(C(=O)N1CCOCC1)c1cn(CC(=O)N2CCc3ccccc3C2)c2ccccc12
**Maximum force**: 0.77 eV Å⁻¹

C25H25N3O4PTi | ωB97M-V/def2-TZVPD

Structure (XYZ):
```
59
Properties=species:S:1:pos:R:3:mulliken_charge:R:1
Ti 0.6427 -0.9236 -0.1018 -0.875
P -0.7507 1.0820 0.4562 2.041
O -0.1187 -1.1320 -2.0783 -0.667
O -0.6168 -1.7205 3.0988 -0.469
O 1.7551 0.0346 -1.6103 -0.386
O -0.7595 -1.6495 0.8702 -0.338
N -0.7322 0.3351 -4.1005 -0.134
N 2.1477 -0.4822 1.4170 -0.172
N 1.7216 -2.6898 -0.1927 0.012
C 0.6931 0.5162 -3.7083 -0.626
C -1.7401 4.9360 1.3820 -0.606
C -0.8382 -1.0947 2.0965 0.353
C 0.7713 -0.2129 -2.4073 1.212
C -4.4561 0.2893 -1.2076 -0.753
C 0.6248 4.7178 1.4552 -0.602
C -3.4803 2.0368 -2.5129 -0.733
C -1.8923 3.6130 0.9213 -0.284
C -0.7238 2.8536 0.7394 0.620
C -1.2659 0.4530 2.0894 -0.828
C 2.4898 -2.8728 0.9369 0.522
C 1.3601 -3.7720 -0.9395 0.111
C 3.6889 -1.8590 2.8027 -0.615
C 0.5407 3.3650 1.0475 -0.498
C -3.3788 0.2096 -0.4020 -0.598
C 4.2154 -3.1306 3.0846 -0.662
C -2.3589 1.1793 -0.4895 0.341
C -2.4317 2.0481 -1.5950 -0.517
C 2.9644 -4.1540 1.2727 0.667
C 3.8799 -4.2424 2.3713 -0.896
C 1.6727 -5.0663 -0.5307 -0.949
C -4.5694 1.2030 -2.2584 -0.560
C -0.5305 5.5082 1.6729 -0.675
C 2.8033 -1.7288 1.7463 0.346
C 2.4697 -5.2639 0.5990 -0.496
H 2.6129 -6.2500 0.9865 0.509
H -0.7867 0.9964 2.9417 0.484
H -2.3524 0.4465 2.2611 0.544
H 2.7964 0.2033 0.9987 0.421
H -0.8228 0.1242 -5.1171 0.433
H 4.2105 -5.2048 2.7582 0.434
H 1.3495 0.0097 -4.4456 0.389
H 0.7328 -3.6037 -1.8210 0.455
H -1.3091 1.1610 -3.9303 0.207
H -2.9026 3.1844 0.8469 0.433
H -0.3814 6.4968 2.1682 0.394
H -2.6685 5.5280 1.4499 0.397
H -1.0476 -0.4486 -3.5084 0.312
H -5.4467 1.1579 -2.9686 0.390
H 1.3364 -5.8907 -1.1367 0.455
H 0.9534 1.5570 -3.6905 0.385
H 4.8928 -3.2506 3.9662 0.387
H -3.2776 -0.6279 0.2822 0.400
H 3.9819 -0.9562 3.3865 0.463
H 1.7312 -0.0769 2.2752 0.475
H -3.5566 2.7584 -3.3491 0.514
H -1.6265 2.7842 -1.7454 0.587
H 1.5736 5.1213 1.6476 0.502
H 1.4522 2.8151 0.8520 0.291
H -5.2425 -0.4205 -1.0333 0.455
```

**Energy relative to the best compared isomer or geometry (same formula, charge and spin)**: 94.0 kJ/mol
**HOMO-LUMO gap**: 5.36 eV
**Maximum force**: 4.05 eV Å⁻¹
**Charge**: +3

C25H25N3O4S | ωB97M-V/def2-TZVPD

Structure (XYZ):
```
58
Properties=species:S:1:pos:R:3:mulliken_charge:R:1
S 2.4115 -1.4250 -2.2072 -0.197
O -0.5032 0.9201 -3.4335 -0.657
O 1.2381 -3.9166 2.7547 -0.442
O -2.0737 4.0704 -1.2854 -0.485
O -1.7175 5.7336 0.6456 -0.427
N -0.5143 -1.1097 -2.4520 0.104
N 3.9255 -3.5954 0.3012 -0.683
N 1.3871 0.3548 -0.5374 -0.119
C -1.1819 3.6761 -0.3465 0.731
C -2.3942 3.1781 -2.3304 -0.678
C -0.9896 4.5916 0.7189 0.938
C -0.4652 -2.5683 1.8932 -0.462
C -1.3333 -2.1947 0.8917 -0.095
C 2.0673 -5.0565 2.6729 -0.841
C -0.4138 -3.8710 -0.5325 -0.580
C 2.3097 -0.8810 1.7649 -0.670
C 0.5866 3.0705 1.7177 -1.348
C 0.0839 -0.0697 -3.0445 0.466
C 2.0892 -0.7528 -0.6126 0.621
C -1.8856 -1.0660 -1.9946 -0.258
C 1.5798 0.2851 1.8363 -1.094
C -1.5669 6.6943 1.6607 -0.965
C -0.0980 4.2741 1.7302 -0.739
C -2.2774 -2.4317 -1.4316 -1.425
C 0.4067 2.1642 0.6797 0.111
C 0.4620 -4.2621 0.4672 -0.285
C 1.5856 -0.2054 -3.2635 -0.574
C 3.3358 -2.6137 0.3846 -0.236
C 2.5977 -1.4258 0.5130 0.547
C -0.4766 2.4882 -0.3576 0.470
C 0.4385 -3.6159 1.6972 0.252
C 1.1418 0.9016 0.6559 0.549
C -1.3315 -2.8496 -0.3367 0.161
H -3.0946 3.7167 -2.9660 0.276
H 1.1596 -5.0602 0.2726 0.408
H -2.2628 -3.1712 -2.2341 0.331
H -3.2954 -2.3679 -1.0430 0.420
H -0.5888 1.7926 -1.1711 -0.121
H 2.5403 -5.1425 3.6498 0.239
H 2.8381 -4.9396 1.9056 0.313
H 1.3295 0.7081 2.7947 0.416
H 0.0529 -1.8654 -2.0907 0.129
H -1.9855 -0.2985 -1.2167 0.113
H -2.2349 7.5112 1.3925 0.243
H -2.5276 -0.7826 -2.8342 0.499
H 1.4806 -5.9582 2.4733 0.366
H -2.8770 2.2752 -1.9432 0.276
H 1.7784 -0.5287 -4.2876 0.466
H -1.8569 6.2969 2.6392 0.368
H 2.0469 0.7691 -3.1048 0.340
H -2.0320 -1.3898 1.0687 0.464
H 2.6543 -1.3833 2.6566 0.456
H -0.3843 -4.3912 -1.4800 0.345
H -0.4728 -2.0697 2.8498 0.482
H -0.5396 7.0700 1.7115 0.372
H 0.0751 4.9625 2.5420 0.388
H 1.2908 2.8679 2.5092 0.418
H -1.5184 2.8871 -2.9135 0.302
```

**Energy relative to the best compared isomer or geometry (same formula, charge and spin)**: 87.3 kJ/mol
**HOMO-LUMO gap**: 7.78 eV
**SMILES**: COc1ccc(CCNC(=O)CSc2nc(-c3ccc(OC)c(OC)c3)ccc2C#N)cc1
**Maximum force**: 1.20 eV Å⁻¹